Model P:
Entry from OMol25: a cluster of 9 separate species, C42H107N5O14 in total (ωB97M-V with the def2-TZVPD basis set).

Last column: Löwdin charge in e.
CARTESIAN COORDINATES (ANGSTROEM)
1 C 0.019 -0.724 4.573  -0.06
2 C 0.124 -1.998 3.755  -0.42
3 C 1.620 -2.215 3.384  -0.03
4 O -0.442 -3.048 4.597  -0.08
5 H 0.647 -0.753 5.464  0.09
6 H -0.976 -0.506 4.960  0.07
7 H 0.398 0.215 4.170  0.06
8 H -0.507 -2.057 2.868  0.12
9 H 1.905 -3.229 3.663  0.08
10 H 2.175 -1.614 4.104  0.07
11 H 1.924 -1.940 2.374  0.05
12 H -1.087 -2.589 5.140  0.04
13 C 0.494 -1.115 0.187  -0.03
14 C -0.952 -0.657 -0.157  -0.43
15 C -0.873 0.486 -1.168  -0.05
16 O -1.641 -1.638 -0.925  -0.05
17 H 0.632 -0.538 1.102  0.05
18 H 1.237 -0.829 -0.558  0.07
19 H 0.622 -2.165 0.449  0.08
20 H -1.380 -0.260 0.763  0.11
21 H -0.258 1.244 -0.683  0.07
22 H -1.867 0.857 -1.417  0.07
23 H -0.444 0.411 -2.167  0.06
24 H -1.723 -2.509 -0.529  0.03
25 C -3.199 -0.242 -4.394  -0.07
26 C -3.468 -1.669 -4.816  -0.45
27 C -3.318 -1.778 -6.375  -0.02
28 O -2.724 -2.485 -3.937  -0.04
29 H -3.411 -0.010 -3.350  0.08
30 H -3.578 0.616 -4.950  0.09
31 H -2.129 -0.033 -4.421  0.05
32 H -4.513 -1.759 -4.519  0.13
33 H -2.265 -1.862 -6.644  0.07
34 H -3.711 -0.944 -6.956  0.07
35 H -3.841 -2.624 -6.821  0.07
36 H -2.648 -2.031 -3.095  0.05
37 C -0.170 2.606 -6.353  -0.03
38 C 0.646 1.817 -5.256  -0.51
39 C 0.388 2.447 -3.958  -0.06
40 O 0.267 0.468 -5.245  -0.06
41 H 0.408 3.491 -6.619  0.07
42 H -1.199 2.690 -6.005  0.08
43 H -0.215 2.087 -7.310  0.07
44 H 1.723 1.729 -5.403  0.13
45 H 0.552 3.517 -3.827  0.10
46 H 1.226 1.935 -3.484  0.06
47 H -0.588 2.096 -3.624  0.08
48 H -0.479 0.410 -4.644  0.04
49 C -3.075 -3.049 7.241  -0.07
50 O -3.382 -2.999 5.820  -0.24
51 C -4.255 -4.022 5.328  -0.20
52 C -4.231 -3.874 3.800  -0.20
53 N -2.994 -4.381 3.175  -0.03
54 C -3.068 -4.051 1.767  -0.20
55 C -2.071 -4.854 0.878  -0.22
56 O -1.773 -4.256 -0.323  -0.23
57 C -1.547 -5.108 -1.386  -0.08
58 H -2.294 -3.777 7.461  0.09
59 H -4.034 -3.306 7.692  0.08
60 H -2.810 -2.053 7.596  0.08
61 H -5.230 -4.073 5.813  0.12
62 H -3.685 -4.910 5.601  0.12
63 H -4.459 -2.852 3.500  0.11
64 H -4.962 -4.617 3.481  0.12
65 H -2.246 -3.951 3.700  0.07
66 H -3.055 -3.004 1.461  0.11
67 H -3.983 -4.501 1.382  0.12
68 H -2.330 -5.910 0.809  0.13
69 H -1.135 -4.887 1.436  0.12
70 H -0.832 -5.841 -1.014  0.10
71 H -1.229 -4.538 -2.259  0.10
72 H -2.482 -5.586 -1.682  0.10
73 C 3.871 0.763 0.864  -0.09
74 O 4.507 0.826 2.153  -0.19
75 C 5.718 0.098 2.405  -0.20
76 C 6.991 0.825 1.932  -0.22
77 N 7.327 0.776 0.513  -0.01
78 C 7.789 -0.638 0.175  -0.19
79 C 8.701 -0.567 -0.951  -0.32
80 O 9.740 0.306 -0.622  -0.16
81 C 10.672 0.144 -1.686  -0.11
82 H 4.156 1.644 0.289  0.09
83 H 2.796 0.580 0.859  0.05
84 H 4.141 -0.219 0.476  0.08
85 H 5.743 -0.882 1.928  0.10
86 H 5.704 -0.256 3.436  0.12
87 H 7.850 0.552 2.545  0.11
88 H 6.857 1.852 2.271  0.11
89 H 7.913 1.517 0.157  0.10
90 H 7.059 -1.414 -0.055  0.12
91 H 8.447 -1.154 0.874  0.12
92 H 8.258 -0.206 -1.879  0.12
93 H 9.047 -1.552 -1.264  0.12
94 H 10.316 0.582 -2.619  0.09
95 H 10.945 -0.892 -1.886  0.09
96 H 11.591 0.707 -1.521  0.09
97 C -6.948 6.516 2.257  -0.09
98 O -5.510 6.296 2.174  -0.21
99 C -5.182 5.189 1.274  -0.20
100 C -3.833 4.435 1.281  -0.20
101 N -3.752 3.505 0.159  -0.05
102 C -4.964 2.621 0.013  -0.17
103 C -5.126 1.715 1.324  -0.21
104 O -3.876 1.050 1.384  -0.20
105 C -3.615 0.430 2.672  -0.07
106 H -7.278 5.771 2.981  0.08
107 H -7.407 6.264 1.301  0.08
108 H -7.273 7.478 2.655  0.08
109 H -5.375 5.455 0.234  0.12
110 H -5.935 4.483 1.626  0.09
111 H -3.593 4.053 2.273  0.09
112 H -3.067 5.168 1.028  0.12
113 H -3.030 2.805 0.256  0.08
114 H -4.857 1.947 -0.837  0.10
115 H -5.910 3.096 -0.246  0.10
116 H -5.986 1.083 1.105  0.11
117 H -5.410 2.281 2.211  0.11
118 H -3.464 -0.649 2.650  0.07
119 H -4.387 0.577 3.426  0.08
120 H -2.838 1.002 3.180  0.06
121 C -2.572 1.825 6.942  -0.08
122 O -1.831 1.938 5.733  -0.25
123 C -1.019 3.054 5.372  -0.16
124 C -1.442 3.499 3.936  -0.23
125 N -0.418 3.797 3.001  -0.05
126 C 0.207 2.612 2.414  -0.18
127 C 1.228 3.143 1.427  -0.23
128 O 2.086 4.007 2.141  -0.20
129 C 2.430 5.203 1.470  -0.10
130 H -2.720 2.805 7.395  0.09
131 H -1.915 1.251 7.595  0.08
132 H -3.427 1.256 6.575  0.09
133 H -0.031 2.615 5.236  0.11
134 H -1.072 3.947 5.995  0.12
135 H -2.157 4.320 3.880  0.10
136 H -2.160 2.792 3.519  0.08
137 H 0.354 4.369 3.313  0.11
138 H -0.595 2.073 1.909  0.12
139 H 0.759 2.037 3.157  0.10
140 H 0.784 3.667 0.581  0.12
141 H 1.675 2.306 0.890  0.08
142 H 1.543 5.778 1.205  0.09
143 H 2.919 4.947 0.530  0.08
144 H 3.222 5.677 2.049  0.09
145 C 0.748 -4.174 -8.854  -0.09
146 O 0.385 -3.530 -7.625  -0.22
147 C 1.429 -2.825 -6.960  -0.19
148 C 1.067 -2.523 -5.438  -0.18
149 N 2.036 -1.695 -4.779  -0.06
150 C 2.903 -2.347 -3.898  -0.23
151 C 3.954 -1.382 -3.262  -0.16
152 O 3.237 -0.548 -2.287  -0.20
153 C 3.522 0.805 -2.579  -0.14
154 H 1.514 -4.913 -8.616  0.08
155 H 1.112 -3.282 -9.363  0.08
156 H -0.005 -4.499 -9.572  0.08
157 H 1.628 -1.851 -7.407  0.11
158 H 2.343 -3.419 -6.947  0.11
159 H 0.935 -3.511 -4.996  0.11
160 H 0.094 -2.034 -5.387  0.10
161 H 1.564 -0.948 -4.288  0.09
162 H 3.517 -3.179 -4.242  0.12
163 H 2.340 -2.822 -3.094  0.11
164 H 4.512 -0.814 -4.007  0.11
165 H 4.792 -1.915 -2.812  0.11
166 H 4.587 0.993 -2.448  0.09
167 H 3.025 1.458 -1.861  0.07
168 H 3.143 1.168 -3.534  0.07

Total charge: 0
HOMO level: -0.3033 hartree
Structure (SMILES): COCCNCCOC.COCCNCCOC.COCCNCCOC.COCCNCCOC.COCCNCCOC.CC(C)O.CC(C)O.CC(C)O.CC(C)O
E_LUMO: 0.7 eV
Gap between HOMO and LUMO: 8.93 eV


Model Q:
Entry from OMol25: a cluster of 9 separate species, C42H107N5O14 in total (ωB97M-V with the def2-TZVPD basis set).

Last column: Löwdin charge in e.
CARTESIAN COORDINATES (ANGSTROEM)
1 C 4.842 -0.451 0.839  -0.05
2 C 3.849 -0.717 -0.301  -0.49
3 C 3.640 0.507 -1.182  -0.04
4 O 4.268 -1.766 -1.158  -0.06
5 H 5.868 -0.128 0.466  0.11
6 H 4.980 -1.342 1.477  0.06
7 H 4.380 0.346 1.424  0.07
8 H 2.848 -1.004 0.135  0.13
9 H 3.152 0.189 -2.078  0.05
10 H 4.613 0.976 -1.366  0.09
11 H 2.961 1.224 -0.710  0.05
12 H 4.220 -2.617 -0.703  0.09
13 C -5.125 1.170 -3.649  -0.05
14 C -4.376 1.455 -2.368  -0.49
15 C -5.132 0.956 -1.143  -0.04
16 O -3.114 0.814 -2.407  -0.08
17 H -6.072 1.714 -3.519  0.09
18 H -5.303 0.055 -3.614  0.09
19 H -4.688 1.412 -4.612  0.08
20 H -4.175 2.536 -2.306  0.15
21 H -4.625 1.231 -0.178  0.09
22 H -5.320 -0.130 -1.211  0.07
23 H -6.171 1.353 -1.176  0.09
24 H -3.346 -0.123 -2.334  0.07
25 C 1.895 0.749 -5.657  -0.05
26 C 1.142 1.142 -4.393  -0.45
27 C -0.207 1.737 -4.799  -0.05
28 O 0.915 -0.089 -3.628  -0.08
29 H 1.287 0.205 -6.400  0.09
30 H 2.687 0.077 -5.359  0.06
31 H 2.283 1.617 -6.182  0.08
32 H 1.726 1.903 -3.836  0.14
33 H -0.058 2.605 -5.367  0.05
34 H -0.942 1.910 -3.989  0.07
35 H -0.663 0.993 -5.525  0.09
36 H 0.466 0.216 -2.833  0.03
37 C -0.697 -1.128 -0.407  -0.03
38 C -0.808 0.383 -0.124  -0.42
39 C 0.073 0.785 1.018  -0.03
40 O -0.502 1.115 -1.347  -0.07
41 H 0.330 -1.506 -0.569  0.09
42 H -1.238 -1.404 -1.311  0.06
43 H -1.133 -1.643 0.430  0.06
44 H -1.852 0.536 0.138  0.11
45 H 0.110 -0.052 1.755  0.07
46 H -0.243 1.701 1.519  0.08
47 H 1.097 0.837 0.643  0.07
48 H -1.334 1.232 -1.811  0.04
49 C 8.106 7.043 1.696  -0.16
50 O 6.856 6.772 1.223  -0.19
51 C 6.964 6.133 -0.039  -0.24
52 C 5.605 5.837 -0.601  -0.22
53 N 4.953 4.869 0.277  -0.04
54 C 3.623 4.488 -0.225  -0.19
55 C 2.876 3.542 0.707  -0.26
56 O 2.618 4.129 1.910  -0.20
57 C 1.602 5.084 1.958  -0.11
58 H 7.988 7.580 2.647  0.10
59 H 8.645 7.674 0.969  0.09
60 H 8.709 6.119 1.828  0.10
61 H 7.517 5.166 0.044  0.13
62 H 7.600 6.801 -0.678  0.13
63 H 5.729 5.498 -1.620  0.12
64 H 5.013 6.746 -0.544  0.12
65 H 5.020 5.289 1.176  0.10
66 H 3.677 3.997 -1.176  0.11
67 H 3.038 5.384 -0.456  0.11
68 H 3.478 2.703 0.907  0.09
69 H 1.930 3.254 0.213  0.12
70 H 1.978 6.024 1.495  0.09
71 H 1.369 5.283 2.990  0.07
72 H 0.648 4.785 1.428  0.11
73 C 3.244 2.819 4.950  -0.13
74 O 2.242 1.899 5.192  -0.19
75 C 1.058 2.098 4.364  -0.21
76 C -0.109 1.370 4.925  -0.20
77 N -0.747 2.054 6.105  -0.04
78 C -1.998 1.457 6.566  -0.20
79 C -3.260 2.004 5.845  -0.23
80 O -3.513 3.355 6.133  -0.20
81 C -3.211 4.317 5.165  -0.12
82 H 2.834 3.834 4.737  0.09
83 H 3.840 2.500 4.046  0.10
84 H 3.882 2.817 5.793  0.07
85 H 1.263 1.797 3.325  0.10
86 H 0.788 3.178 4.301  0.12
87 H 0.095 0.280 5.154  0.11
88 H -0.837 1.327 4.134  0.10
89 H -0.009 2.081 6.790  0.10
90 H -2.124 1.562 7.660  0.13
91 H -2.056 0.383 6.318  0.10
92 H -4.135 1.472 6.240  0.12
93 H -3.192 1.876 4.742  0.11
94 H -2.134 4.363 4.967  0.08
95 H -3.537 5.288 5.467  0.07
96 H -3.726 4.051 4.215  0.09
97 C 4.188 -2.415 -4.434  -0.10
98 O 3.104 -2.920 -5.167  -0.19
99 C 1.971 -3.333 -4.483  -0.24
100 C 1.729 -4.852 -4.596  -0.20
101 N 0.475 -5.290 -4.025  -0.06
102 C 0.272 -5.139 -2.608  -0.23
103 C 1.246 -5.937 -1.769  -0.23
104 O 0.911 -5.997 -0.410  -0.16
105 C 1.096 -4.784 0.296  -0.09
106 H 3.851 -1.629 -3.781  0.06
107 H 4.900 -2.055 -5.153  0.09
108 H 4.603 -3.224 -3.837  0.09
109 H 1.110 -2.788 -4.854  0.11
110 H 1.985 -2.972 -3.436  0.12
111 H 2.606 -5.347 -4.153  0.10
112 H 1.704 -5.143 -5.671  0.13
113 H 0.201 -6.212 -4.309  0.11
114 H -0.726 -5.333 -2.343  0.10
115 H 0.404 -4.079 -2.402  0.09
116 H 2.265 -5.595 -2.051  0.12
117 H 1.247 -6.993 -2.050  0.13
118 H 0.697 -4.837 1.297  0.08
119 H 0.675 -3.864 -0.139  0.07
120 H 2.155 -4.608 0.348  0.08
121 C -2.012 -1.800 -4.399  -0.07
122 O -2.811 -1.894 -3.250  -0.24
123 C -2.700 -3.114 -2.602  -0.27
124 C -3.773 -3.309 -1.542  -0.17
125 N -5.020 -3.405 -2.311  -0.04
126 C -6.219 -3.225 -1.511  -0.22
127 C -7.373 -2.938 -2.435  -0.24
128 O -7.123 -1.702 -3.066  -0.21
129 C -7.975 -1.566 -4.135  -0.13
130 H -2.263 -2.672 -5.074  0.12
131 H -0.958 -1.773 -4.134  0.07
132 H -2.187 -0.847 -4.866  0.08
133 H -1.679 -3.086 -2.208  0.09
134 H -2.782 -3.910 -3.388  0.14
135 H -3.757 -2.412 -0.839  0.12
136 H -3.478 -4.275 -1.058  0.14
137 H -4.990 -2.637 -2.943  0.08
138 H -6.129 -2.360 -0.795  0.12
139 H -6.592 -4.082 -0.959  0.12
140 H -8.294 -2.853 -1.808  0.14
141 H -7.483 -3.738 -3.161  0.12
142 H -9.014 -1.536 -3.738  0.10
143 H -7.982 -2.483 -4.767  0.10
144 H -7.705 -0.666 -4.643  0.08
145 C 3.336 -1.698 4.255  -0.05
146 O 2.036 -2.325 4.247  -0.16
147 C 1.205 -1.693 3.358  -0.29
148 C -0.160 -2.290 3.386  -0.17
149 N -1.040 -1.936 4.555  -0.03
150 C -2.329 -2.605 4.625  -0.23
151 C -3.398 -1.858 3.895  -0.20
152 O -3.092 -1.803 2.470  -0.21
153 C -3.735 -0.712 1.821  -0.12
154 H 3.276 -0.672 4.571  0.08
155 H 3.732 -1.673 3.269  0.05
156 H 3.917 -2.319 4.947  0.10
157 H 1.631 -1.789 2.340  0.12
158 H 1.177 -0.625 3.532  0.09
159 H -0.018 -3.357 3.325  0.11
160 H -0.698 -2.059 2.470  0.08
161 H -0.464 -2.216 5.354  0.11
162 H -2.650 -2.645 5.680  0.12
163 H -2.290 -3.669 4.373  0.12
164 H -3.456 -0.815 4.279  0.11
165 H -4.409 -2.294 4.054  0.13
166 H -4.793 -0.717 2.022  0.08
167 H -3.519 -0.836 0.772  0.04
168 H -3.334 0.269 2.204  0.10

Total charge: 0
HOMO level: -0.3075 hartree
Structure (SMILES): COCCNCCOC.COCCNCCOC.COCCNCCOC.COCCNCCOC.COCCNCCOC.CC(C)O.CC(C)O.CC(C)O.CC(C)O
E_LUMO: 0.5 eV
Gap between HOMO and LUMO: 8.90 eV


Which of them is least stable? Easy: model P.


Model P:
Entry from OMol25: the molecule C2H3Cl2NO (ωB97M-V with the def2-TZVPD basis set).

Last column: Löwdin charge in e.
CARTESIAN COORDINATES (ANGSTROEM)
1 C -0.133 -0.182 0.073  -0.38
2 C 1.246 0.081 0.319  -1.02
3 H -3.079 0.144 -1.007  0.20
4 H -0.644 -1.008 0.811  0.19
5 H 1.579 0.053 1.383  0.08
6 N -0.865 0.621 -0.579  0.07
7 O -2.234 -0.011 -0.233  -0.22
8 Cl 2.099 -1.316 -0.451  0.55
9 Cl 2.030 1.617 -0.316  0.52

Total charge: 0
HOMO level: -0.3882 hartree
Structure (SMILES): O/N=C/C(Cl)Cl
E_LUMO: 0.5 eV
Gap between HOMO and LUMO: 11.02 eV


Model Q:
Entry from OMol25: the molecule C2H3Cl2NO (ωB97M-V with the def2-TZVPD basis set).

Last column: Löwdin charge in e.
CARTESIAN COORDINATES (ANGSTROEM)
1 C -0.064 -0.231 0.753  -0.01
2 C -2.408 -0.026 0.269  -1.00
3 N -1.428 -0.725 0.797  -0.43
4 O -1.835 -1.829 1.238  -0.05
5 Cl -2.597 1.915 0.217  0.42
6 Cl -3.202 -0.750 -0.976  0.74
7 H 0.147 0.641 1.261  0.05
8 H 0.102 -0.453 -0.364  0.14
9 H 0.688 -0.908 1.358  0.14

Total charge: 0
HOMO level (alpha / beta): -0.3164 / -0.3288 hartree
Structure (SMILES): C[N+]([O-])=C(Cl)Cl
E_LUMO (alpha / beta): -0.3 / -0.4 eV
Gap between HOMO and LUMO (alpha / beta): 8.29 / 8.54 eV


Which of them is least stable? Easy: model Q.


Model P:
Entry from OMol25: a cluster of 2 separate species, C2H6NO2 in total (ωB97M-V with the def2-TZVPD basis set).

Last column: Löwdin charge in e.
CARTESIAN COORDINATES (ANGSTROEM)
1 C -0.937 1.504 -0.282  -0.28
2 O -0.045 0.915 -1.120  -0.19
3 H -1.496 0.839 0.381  0.06
4 H -1.624 2.188 -0.792  0.06
5 H -0.450 2.232 0.410  0.06
6 C 0.443 -1.694 0.361  -0.60
7 N 1.405 -0.797 0.175  -0.03
8 O 0.551 -2.824 0.888  -0.17
9 H -0.558 -1.477 -0.048  0.08
10 H 0.592 0.180 -0.818  0.00
11 H 2.118 -1.066 0.846  0.02

Total charge: -1
HOMO level: -0.1365 hartree
E_LUMO: 4.3 eV
Gap between HOMO and LUMO: 7.98 eV


Model Q:
Entry from OMol25: a cluster of 2 separate species, C2H6NO2 in total (ωB97M-V with the def2-TZVPD basis set).

Last column: Löwdin charge in e.
CARTESIAN COORDINATES (ANGSTROEM)
1 C -0.646 1.347 1.039  -0.12
2 C 0.759 -0.462 0.827  -0.09
3 N -0.257 0.185 0.488  -0.42
4 O -1.115 -0.247 -0.505  -0.21
5 O 0.708 -0.797 -2.040  -0.21
6 H -1.660 1.758 0.659  0.05
7 H -0.492 1.513 2.008  -0.05
8 H -0.070 -0.743 -1.328  -0.05
9 H 1.439 -0.212 1.586  0.04
10 H 1.066 -1.284 0.132  0.07
11 H 0.268 -1.060 -2.867  -0.01

Total charge: -1
HOMO level: -0.0698 hartree
E_LUMO: 4.6 eV
Gap between HOMO and LUMO: 6.52 eV


Which of them is least stable? Easy: model Q.